Entry 1:
Formula: C16H36MgO9S3
Source: the OMol25 dataset
Level of theory: the ωB97M-V functional and the def2-TZVPD basis

Each line ends with the Löwdin charge.
CARTESIAN COORDINATES (ANGSTROEM)
Mg  -0.454  0.891  -0.907  0.4332
C  0.823  0.254  0.574  -0.6838
O  -0.395  0.284  1.059  -0.1271
O  1.241  1.417  0.064  -0.1595
O  0.906  -0.670  -0.398  -0.1650
C  -1.715  1.604  -4.389  -0.2276
S  0.047  1.352  -4.162  0.9220
O  0.242  1.178  -2.707  -0.5365
C  0.087  -0.279  -4.858  -0.2463
H  -2.180  0.906  -3.688  0.0462
H  -2.074  1.387  -5.392  0.0658
H  -1.953  2.616  -4.073  0.0429
H  -0.736  -0.894  -4.476  0.0544
H  0.976  -0.868  -4.647  0.0608
H  -0.100  -0.194  -5.932  0.0624
C  -2.069  4.935  -1.678  -0.2499
S  -1.580  3.766  -0.429  0.9458
O  -1.479  2.466  -1.184  -0.5446
C  0.120  4.299  -0.215  -0.2102
H  -1.427  4.765  -2.544  0.0584
H  -1.897  5.957  -1.336  0.0646
H  -3.119  4.820  -1.929  0.0583
H  0.134  5.246  0.322  0.0644
H  0.492  4.494  -1.223  0.0678
H  0.649  3.468  0.259  0.0426
C  -2.741  -2.180  -0.079  -0.2351
S  -2.209  -1.814  -1.756  0.9377
O  -1.788  -0.374  -1.705  -0.5675
C  -0.671  -2.757  -1.709  -0.2205
H  -3.075  -3.220  -0.083  0.0654
H  -3.607  -1.557  0.137  0.0658
H  -1.903  -1.974  0.582  0.0439
H  -0.363  -2.977  -0.695  0.0408
H  0.083  -2.090  -2.128  0.0329
H  -0.737  -3.630  -2.359  0.0599
C  3.979  0.117  -1.293  -0.0140
C  4.411  -1.255  -1.766  -0.4852
O  5.579  -1.531  -1.916  0.0504
C  3.327  -2.193  -2.263  -0.0226
H  4.870  0.737  -1.375  0.0815
H  3.578  0.062  -0.283  0.0775
H  3.181  0.513  -1.919  0.0719
H  2.395  -1.672  -2.467  0.0427
H  3.174  -2.975  -1.514  0.0899
H  3.662  -2.714  -3.162  0.0794
C  -1.816  -3.380  3.236  -0.0153
C  -0.447  -3.893  2.792  -0.4909
O  -0.196  -5.072  2.834  0.0584
C  0.603  -2.864  2.423  -0.0040
H  -2.090  -4.002  4.088  0.0842
H  -2.611  -3.452  2.494  0.0631
H  -1.764  -2.330  3.525  0.0733
H  0.665  -2.948  1.331  0.0735
H  1.544  -3.148  2.883  0.0918
H  0.228  -1.862  2.605  0.0516
C  -0.437  1.350  4.125  -0.0299
C  -0.490  1.534  5.616  -0.4986
O  -1.529  1.756  6.192  0.0622
C  0.759  1.172  6.398  -0.0284
H  -0.030  0.401  3.791  0.0640
H  0.186  2.118  3.642  0.0904
H  -1.404  1.608  3.695  0.0821
H  0.476  1.172  7.456  0.0778
H  1.542  1.934  6.391  0.0812
H  1.125  0.184  6.129  0.0792

multiplicity = 1
strongest force on any atom = 7.95 eV Å⁻¹
electronic energy = -73553.138 eV
total charge = 0
LUMO level = -0.1 eV
Kohn-Sham gap = 7.3 eV
E_HOMO = -7.42 eV


Entry 2:
Formula: C16H36N3O6
Source: the OMol25 dataset
Level of theory: the ωB97M-V functional and the def2-TZVPD basis

Each line ends with the Löwdin charge.
CARTESIAN COORDINATES (ANGSTROEM)
C  -4.240  -3.959  -1.548  -0.1074
C  -3.278  -4.880  -0.806  -0.2457
C  -1.985  -4.198  -0.390  -0.2384
N  -2.229  -3.188  0.646  -0.0368
C  -1.024  -2.685  1.297  -0.3479
C  -0.118  -1.996  0.279  -0.1222
C  -0.888  -0.903  -0.420  -0.0968
N  -1.296  0.138  0.591  0.1009
C  -2.025  -0.367  1.834  -0.2382
C  -1.952  0.731  2.884  -0.2001
N  -2.589  1.975  2.508  -0.1018
C  -1.776  3.193  2.466  -0.0951
C  -1.440  -1.672  2.363  -0.0937
H  -5.201  -4.443  -1.722  0.0742
H  -3.837  -3.674  -2.522  0.0742
H  -4.422  -3.047  -0.975  0.0615
H  -3.763  -5.294  0.086  0.1102
H  -3.023  -5.735  -1.436  0.1127
H  -1.252  -4.946  -0.052  0.1248
H  -1.552  -3.700  -1.266  0.1121
H  -2.819  -3.619  1.352  0.1240
H  -0.451  -3.485  1.788  0.1525
H  0.275  -2.690  -0.463  0.1235
H  0.748  -1.566  0.794  0.1317
H  -0.318  -0.394  -1.194  0.1342
H  -1.821  -1.291  -0.831  0.1300
H  -0.469  0.662  0.893  0.1641
H  -1.897  0.820  0.130  0.1665
H  -3.056  -0.512  1.504  0.1616
H  -0.892  0.918  3.103  0.1258
H  -2.376  0.319  3.807  0.1330
H  -3.213  1.897  1.719  0.1004
H  -2.165  3.962  3.134  0.0805
H  -1.718  3.621  1.464  0.0601
H  -0.755  2.970  2.784  0.0805
H  -2.216  -2.114  2.993  0.1356
H  -0.591  -1.457  3.019  0.1334
C  4.025  5.027  -0.019  -0.0063
O  3.074  4.582  -1.006  0.0087
C  1.943  4.116  -0.515  -0.6144
O  1.643  4.005  0.647  0.1205
O  1.159  3.735  -1.541  -0.0081
C  -0.042  3.115  -1.113  -0.0526
H  4.891  5.352  -0.585  0.0996
H  3.610  5.850  0.557  0.1019
H  4.285  4.206  0.647  0.1001
H  -0.667  3.797  -0.539  0.0865
H  0.215  2.249  -0.497  0.0729
H  -0.563  2.794  -2.012  0.1043
C  4.508  -1.762  -0.752  -0.0311
O  3.521  -0.804  -1.168  -0.0223
C  3.996  0.136  -1.994  -0.6243
O  5.134  0.233  -2.364  0.1427
O  3.000  0.968  -2.298  -0.0114
C  3.368  2.049  -3.175  -0.0232
H  3.985  -2.451  -0.097  0.0880
H  4.914  -2.286  -1.614  0.1011
H  5.317  -1.267  -0.220  0.1002
H  3.706  1.672  -4.137  0.1036
H  4.143  2.664  -2.724  0.0968
H  2.460  2.630  -3.292  0.0827

multiplicity = 1
strongest force on any atom = 0.38 eV Å⁻¹
electronic energy = -33925.407 eV
total charge = +1
LUMO level = -2.7 eV
Kohn-Sham gap = 9.4 eV
E_HOMO = -12.10 eV


Entry 3:
Formula: C16H36N5O12P2S3
Source: the OMol25 dataset
Level of theory: the ωB97M-V functional and the def2-TZVPD basis

Each line ends with the Löwdin charge.
CARTESIAN COORDINATES (ANGSTROEM)
C  -3.714  -3.181  2.925  -0.0840
C  -4.998  -2.356  2.540  -0.2666
N  -4.889  -1.691  1.222  -0.2347
C  -6.254  -1.196  0.887  -0.2698
C  -7.033  -2.179  -0.053  -0.0891
C  -3.913  -0.620  1.254  -0.9983
S  -4.192  0.716  2.220  0.6928
S  -2.387  -0.713  0.240  0.7871
C  -2.965  -0.183  -1.427  -0.4672
C  -1.799  0.292  -2.364  -0.2344
C  -0.835  1.337  -1.658  -0.1345
C  0.607  0.771  -1.479  -0.2410
N  1.378  1.204  -0.285  -0.1265
P  1.450  -0.114  0.905  0.7891
N  1.966  -1.506  0.283  -0.2849
C  2.673  1.755  -0.611  -0.2409
N  3.311  2.618  0.200  -0.0514
C  4.665  3.084  -0.158  -0.1260
C  5.663  1.906  0.220  -0.2006
O  5.821  2.027  1.659  -0.0824
P  2.670  3.212  1.714  0.6043
O  1.172  3.384  1.702  -0.2747
O  3.154  2.241  3.011  -0.1900
O  3.319  4.724  2.054  -0.1278
N  3.039  1.129  -1.863  0.0557
O  3.798  1.833  -2.786  -0.1004
C  5.069  1.209  -3.033  -0.1000
C  5.073  -0.368  -3.024  -0.3650
C  5.791  -1.029  -1.802  -0.0432
O  5.829  -0.789  -4.194  -0.0647
C  1.696  1.059  -2.560  -0.4264
O  1.628  0.464  -3.821  0.0945
O  1.473  2.467  -2.847  0.0168
H  -3.952  -4.019  3.618  0.0740
H  -2.937  -2.546  3.425  0.0618
H  -3.331  -3.628  1.967  0.0707
H  -5.836  -3.097  2.476  0.1125
H  -5.272  -1.664  3.378  0.1165
H  -6.838  -1.160  1.848  0.1161
H  -6.245  -0.158  0.469  0.0957
H  -6.461  -2.389  -0.995  0.0595
H  -8.026  -1.768  -0.360  0.0706
H  -7.232  -3.165  0.434  0.0808
H  -3.766  0.601  -1.409  0.0948
H  -3.424  -1.084  -1.913  0.0804
H  -2.266  0.801  -3.248  0.1135
H  -1.257  -0.598  -2.765  0.1089
H  -1.211  1.578  -0.628  0.1088
H  -0.901  2.284  -2.237  0.1137
H  0.455  -0.339  -1.582  0.1342
H  2.356  0.204  1.961  0.0021
H  0.139  -0.201  1.460  -0.0072
H  2.192  -1.378  -0.703  -0.0612
H  4.772  3.417  -1.215  0.1289
H  5.014  3.942  0.470  0.1260
H  6.658  2.021  -0.269  0.1223
H  5.183  0.917  0.045  0.1009
H  5.519  1.188  2.026  0.0828
H  2.335  2.171  3.533  0.0816
H  3.694  4.705  2.948  0.0827
H  5.372  1.521  -4.065  0.1421
H  5.894  1.562  -2.361  0.1082
H  4.070  -0.848  -3.121  0.1308
H  6.734  -0.491  -1.561  0.0858
H  6.020  -2.082  -2.094  0.0922
H  5.093  -1.109  -0.926  0.0764
H  5.224  -0.810  -4.944  0.0883
H  2.458  0.039  -4.067  0.0973
H  0.996  2.550  -3.680  0.1129
O  -7.572  -2.795  6.129  -0.3836
S  -7.899  -3.696  5.003  0.1706
O  -9.111  -4.472  5.334  -0.3872
O  -6.764  -4.615  4.767  -0.4022
O  -8.141  -2.896  3.780  -0.4190

multiplicity = 1
strongest force on any atom = 4.17 eV Å⁻¹
electronic energy = -100271.521 eV
total charge = -1
LUMO level = -1.1 eV
Kohn-Sham gap = 1.1 eV
E_HOMO = -2.17 eV


Entry 4:
Formula: C16H36O5S
Source: the OMol25 dataset
Level of theory: the ωB97M-V functional and the def2-TZVPD basis

Each line ends with the Löwdin charge.
CARTESIAN COORDINATES (ANGSTROEM)
O  6.111  -0.491  2.781  0.1503
C  5.474  0.458  2.432  -0.4754
C  5.772  1.932  2.550  -0.0726
C  4.438  2.417  3.144  -0.1578
C  3.414  1.374  2.580  -0.6367
S  2.187  2.042  1.447  0.8198
O  4.196  0.355  1.921  -0.0401
H  5.860  2.323  1.529  0.1332
H  6.661  2.111  3.151  0.1252
H  4.441  2.315  4.233  0.1183
H  4.181  3.428  2.829  0.0975
H  2.894  0.890  3.414  0.1153
H  1.101  1.718  2.157  -0.1261
C  -0.674  -3.377  1.075  -0.0755
C  -1.266  -1.998  1.313  -0.2833
O  -0.344  -0.936  1.141  -0.1769
C  0.227  -0.811  -0.153  -0.2834
C  -0.784  -0.563  -1.259  -0.0676
H  0.201  -3.531  1.708  0.0821
H  -1.414  -4.142  1.311  0.0764
H  -0.368  -3.520  0.037  0.0659
H  -1.604  -1.918  2.347  0.1058
H  -2.151  -1.845  0.685  0.1096
H  0.847  -1.683  -0.389  0.1117
H  0.900  0.041  -0.075  0.0653
H  -1.453  -1.414  -1.405  0.0673
H  -0.267  -0.384  -2.203  0.0650
H  -1.398  0.310  -1.028  0.0812
C  0.159  -1.449  -6.679  -0.0802
C  -0.077  -0.150  -5.929  -0.2813
O  0.752  0.021  -4.793  -0.1736
C  2.147  0.045  -5.038  -0.2806
C  2.596  1.167  -5.958  -0.0804
H  0.059  -2.302  -6.006  0.0815
H  -0.574  -1.552  -7.481  0.0762
H  1.150  -1.489  -7.132  0.0659
H  -1.094  -0.132  -5.536  0.1177
H  0.017  0.706  -6.608  0.1074
H  2.489  -0.923  -5.421  0.1081
H  2.599  0.174  -4.054  0.1183
H  2.205  1.052  -6.970  0.0657
H  3.684  1.177  -6.026  0.0764
H  2.263  2.133  -5.574  0.0815
C  -5.821  -0.017  2.372  -0.0789
C  -5.140  -0.615  3.592  -0.2803
O  -3.727  -0.646  3.507  -0.1703
C  -3.083  0.609  3.368  -0.2825
C  -3.334  1.563  4.523  -0.0774
H  -5.505  -0.537  1.467  0.0799
H  -6.903  -0.111  2.469  0.0760
H  -5.591  1.042  2.252  0.0661
H  -5.435  -1.659  3.703  0.1179
H  -5.462  -0.095  4.502  0.1071
H  -3.356  1.077  2.415  0.1111
H  -2.020  0.373  3.307  0.1099
H  -4.381  1.863  4.591  0.0659
H  -2.741  2.469  4.391  0.0758
H  -3.054  1.099  5.470  0.0823

multiplicity = 1
SMILES = O=C1CC[C@@H](S)O1.CCOCC.CCOCC.CCOCC
strongest force on any atom = 0.63 eV Å⁻¹
electronic energy = -38247.018 eV
total charge = 0
LUMO level = 0.5 eV
Kohn-Sham gap = 9.9 eV
E_HOMO = -9.39 eV


Entry 5:
Formula: C16H38BBrO7
Source: the OMol25 dataset
Level of theory: the ωB97M-V functional and the def2-TZVPD basis

Each line ends with the Löwdin charge.
CARTESIAN COORDINATES (ANGSTROEM)
C  -2.991  -1.093  -0.203  -0.1104
O  -1.610  -1.353  -0.299  -0.1926
C  -0.977  -1.321  0.968  -0.2075
C  0.415  -1.903  0.882  -0.1845
O  0.450  -3.322  0.929  -0.1254
C  0.115  -3.991  -0.279  -0.1799
C  1.235  -3.991  -1.295  -0.2073
O  1.269  -2.761  -2.000  -0.2004
C  2.452  -2.618  -2.753  -0.1090
H  -3.176  -0.112  0.251  0.0861
H  -3.403  -1.100  -1.210  0.0883
H  -3.492  -1.870  0.388  0.0865
H  -1.566  -1.891  1.698  0.1204
H  -0.915  -0.273  1.298  0.1281
H  0.965  -1.577  1.768  0.1299
H  0.945  -1.528  0.006  0.1039
H  -0.803  -3.590  -0.714  0.1236
H  -0.075  -5.026  0.010  0.1273
H  1.074  -4.807  -2.014  0.1277
H  2.190  -4.156  -0.780  0.1305
H  3.333  -2.600  -2.100  0.0907
H  2.393  -1.671  -3.285  0.0823
H  2.558  -3.429  -3.482  0.0880
C  6.840  3.214  -4.137  -0.1151
O  5.701  3.331  -3.316  -0.1969
C  5.181  4.649  -3.319  -0.2103
C  3.814  4.686  -2.674  -0.1830
O  2.762  4.289  -3.543  -0.1287
C  2.604  2.892  -3.747  -0.1822
C  1.903  2.186  -2.609  -0.2053
O  2.813  1.906  -1.559  -0.1943
C  2.146  1.487  -0.391  -0.1055
H  7.636  3.893  -3.810  0.0873
H  7.197  2.189  -4.063  0.0868
H  6.592  3.426  -5.184  0.0885
H  5.107  5.023  -4.348  0.1297
H  5.865  5.299  -2.753  0.1273
H  3.597  5.726  -2.422  0.1268
H  3.805  4.106  -1.749  0.1233
H  3.559  2.414  -3.972  0.1231
H  1.968  2.806  -4.631  0.1272
H  1.483  1.238  -2.975  0.1252
H  1.085  2.816  -2.240  0.1305
H  1.495  2.281  -0.006  0.0913
H  2.899  1.258  0.360  0.0912
H  1.551  0.587  -0.584  0.0738
C  -2.769  -1.481  4.720  -0.0901
C  -3.766  -0.864  3.724  -0.2456
C  -4.867  -0.069  4.434  -0.1792
C  -6.170  -0.800  4.294  -0.2389
O  -7.183  -0.210  5.132  -0.0537
B  -8.244  -1.025  5.253  -0.7660
Br  -9.413  -1.334  3.725  0.6777
H  -1.875  -0.873  4.749  0.0682
H  -3.160  -1.510  5.722  0.0641
H  -2.470  -2.466  4.394  0.0644
H  -4.220  -1.660  3.149  0.0931
H  -3.252  -0.249  3.004  0.0850
H  -4.964  0.933  4.038  0.1172
H  -4.657  0.026  5.491  0.1100
H  -6.006  -1.854  4.512  0.1287
H  -6.474  -0.747  3.254  0.1123
H  -8.501  -1.536  6.292  0.0457

multiplicity = 1
SMILES = COCCOCCOC.COCCOCCOC.CCCCOBBr
strongest force on any atom = 0.90 eV Å⁻¹
electronic energy = -102257.476 eV
total charge = 0
LUMO level = 0.6 eV
Kohn-Sham gap = 9.9 eV
E_HOMO = -9.36 eV


Entry 6:
Formula: C16H38BrN2O
Source: the OMol25 dataset
Level of theory: the ωB97M-V functional and the def2-TZVPD basis

Each line ends with the Löwdin charge.
CARTESIAN COORDINATES (ANGSTROEM)
Br  8.917  4.859  -18.459  0.7813
C  8.714  7.705  -20.951  -0.0241
C  9.254  6.200  -20.907  -0.1667
N  10.690  6.147  -20.314  -0.1912
C  10.646  6.628  -18.845  -0.3248
C  11.108  4.622  -20.321  -0.1327
C  11.065  3.971  -21.845  -0.0304
C  11.751  7.090  -21.039  -0.0261
C  13.288  6.873  -20.935  -0.1808
O  13.769  6.344  -22.167  -0.1896
C  15.159  6.173  -22.249  -0.1005
H  9.315  8.295  -21.643  0.0791
H  8.607  8.233  -20.003  0.0506
H  7.725  7.560  -21.386  0.0931
H  9.313  5.844  -21.936  0.1157
H  8.644  5.658  -20.185  -0.0456
H  10.369  7.673  -18.985  -0.0926
H  11.604  6.341  -18.410  0.0971
H  9.845  6.088  -18.340  -0.2557
H  10.415  4.093  -19.667  -0.0250
H  12.093  4.528  -19.864  0.1113
H  10.193  3.891  -22.493  0.0654
H  11.453  2.969  -21.661  0.0726
H  11.719  4.509  -22.531  0.0531
H  11.446  8.124  -20.880  0.1194
H  11.486  6.859  -22.071  0.1241
H  13.468  6.143  -20.146  0.1119
H  13.738  7.832  -20.677  0.1262
H  15.283  5.473  -23.076  0.0925
H  15.572  5.554  -21.453  0.0947
H  15.693  7.071  -22.558  0.0971
C  6.166  5.642  -16.550  -0.1237
C  7.247  6.647  -16.290  -0.2597
C  7.886  7.425  -17.515  -0.0792
N  9.343  7.975  -17.029  -0.1579
C  9.188  8.813  -15.836  0.0156
C  10.302  6.750  -16.842  -0.1857
C  11.745  7.347  -16.882  -0.1223
C  11.534  8.644  -17.661  -0.0848
C  10.082  8.691  -18.164  -0.1290
H  6.450  4.816  -17.202  0.0327
H  5.307  6.068  -17.070  0.0789
H  5.871  5.416  -15.525  0.0888
H  8.005  5.973  -15.891  0.0898
H  6.872  7.362  -15.557  0.1094
H  7.267  8.264  -17.833  0.1306
H  8.040  6.753  -18.360  0.0008
H  9.059  8.229  -14.924  0.1180
H  8.341  9.468  -16.036  0.1186
H  10.066  9.448  -15.713  0.1057
H  10.019  6.397  -15.850  0.1330
H  10.203  5.948  -17.573  -0.0741
H  12.084  7.372  -15.847  0.1294
H  12.392  6.602  -17.344  0.1142
H  11.755  9.428  -16.936  0.1253
H  12.247  8.682  -18.484  0.1329
H  9.692  9.701  -18.291  0.1635
H  9.979  8.129  -19.093  0.0294

multiplicity = 1
strongest force on any atom = 17.28 eV Å⁻¹
electronic energy = -92253.609 eV
total charge = +1
LUMO level = -2.1 eV
Kohn-Sham gap = 8.1 eV
E_HOMO = -10.22 eV